# C3H25N2O9

9 unconnected molecules or ions with the total composition C3H25N2O9 (wB97M-V/def2-TZVPD, the OMol25 dataset).

relative energy (zero: lowest compared OMol25 entry of this formula, charge and spin)	1.536	eV
total charge	+1
2S+1	1

```
39
Properties=species:S:1:pos:R:3:forces:R:3:lowdin_charge:R:1
O -2.3924 -1.0964 1.5477 -0.49 -0.38 0.07 0.06
C -1.6095 -0.3222 1.0332 0.61 -0.89 1.76 -0.53
N -1.5198 0.9776 1.3884 0.46 0.39 0.10 0.18
C -0.6358 -0.9087 0.0310 0.40 2.80 -1.79 -0.08
N -0.2466 -2.3215 0.1529 -1.19 -0.21 1.13 -0.01
C -0.1240 -2.9641 -1.1601 0.45 -0.62 -2.38 -0.04
H -1.9968 1.2588 2.2527 0.06 -0.36 -0.83 0.14
H -0.7818 1.6233 1.0712 -0.29 -0.75 0.47 0.06
H -1.2521 -0.7364 -0.8890 0.99 -0.53 0.13 0.14
H 0.2840 -0.2767 -0.0464 -0.66 -0.65 -0.08 0.12
H -1.0723 -2.7841 0.5834 0.47 0.33 0.26 0.18
H 0.6591 -2.4424 0.8183 -0.83 0.21 -1.30 0.11
H -1.0429 -2.7964 -1.7582 0.44 -0.01 0.61 0.10
H 0.0481 -4.0438 -1.1281 -0.23 0.12 0.72 0.10
H 0.7143 -2.6312 -1.8185 -0.45 0.46 1.06 0.12
H 1.7499 2.3749 -1.5759 0.00 -0.04 -0.13 0.08
H 0.7999 1.4377 -2.2574 -0.21 -0.08 -0.11 0.05
O 1.6237 1.4321 -1.7578 0.02 0.43 -0.22 -0.05
H 1.5362 1.8093 0.7219 0.75 0.20 0.72 -0.05
H 1.5510 2.7569 2.0136 0.20 -0.08 -0.37 0.07
O 1.0100 2.3175 1.3521 -2.04 1.31 0.61 -0.08
H -1.6982 3.3213 -1.6583 1.55 -0.67 0.21 0.06
H -0.7444 2.5029 -0.7794 -0.16 0.17 -0.02 -0.02
O -0.7618 2.9725 -1.6172 -0.67 0.45 -0.66 -0.09
H -2.7865 3.4277 0.5243 -0.48 0.06 0.12 0.06
H -3.8245 2.6138 -0.3547 0.05 0.26 0.41 0.07
O -2.9201 2.9413 -0.2915 -0.37 -0.08 -0.30 -0.05
H 2.4769 0.7030 -0.4573 -0.08 -0.19 0.31 0.04
H 3.2959 0.3295 0.8139 0.06 -0.04 0.18 0.09
O 2.4362 0.6443 0.5239 1.32 -1.42 -1.35 -0.08
H 2.1239 -0.2674 3.5560 -0.32 0.49 -0.02 0.08
H 1.0133 0.0149 2.4409 0.10 0.84 0.06 0.02
O 1.5675 -0.6348 2.8664 0.26 -1.29 0.36 -0.03
H 2.0229 -2.2880 2.1813 0.07 0.25 -0.53 0.06
H 1.8591 -3.6533 1.4587 0.48 -0.25 0.10 0.09
O 2.0343 -2.7191 1.2931 -0.25 -0.30 0.71 -0.02
H -1.6924 -0.2436 -3.8568 0.45 -0.06 -1.03 0.05
H -0.5054 -1.4133 -3.8211 -0.13 0.55 -1.09 0.04
O -1.1991 -0.9158 -3.3974 -0.29 -0.42 2.11 -0.04
```
Forces are in eV/Å.

=====

# C3H26N2O8

9 unconnected molecules or ions with the total composition C3H26N2O8 (wB97M-V/def2-TZVPD, the OMol25 dataset).

relative energy (zero: lowest compared OMol25 entry of this formula, charge and spin)	0.000	eV
total charge	+1
2S+1	2

```
39
Properties=species:S:1:pos:R:3:forces:R:3:lowdin_charge:R:1
N -0.5654 2.9624 0.4292 -0.13 0.52 0.59 0.03
C -0.6278 2.6531 -0.9859 -1.17 1.61 0.57 -0.25
C 0.1481 1.4355 -1.4181 0.75 0.50 -0.05 -0.14
N -0.6918 0.3186 -1.8060 -0.14 2.52 -1.45 0.09
C -0.4856 -0.2788 -3.0989 -0.53 -1.84 0.39 -0.01
H -1.2602 2.6026 1.0757 -0.08 -0.96 -0.43 0.06
H -0.7261 3.9560 0.5558 0.44 0.14 -0.19 0.09
H -1.6317 2.7481 -1.4440 -0.17 -0.87 0.20 0.13
H -0.2317 3.5667 -1.4441 0.76 -0.49 -0.32 0.14
H 0.7606 1.7462 -2.2746 -0.03 -0.61 -0.22 0.15
H 0.9154 1.2088 -0.6468 -0.29 -0.35 0.18 0.13
H -1.6696 0.5849 -1.6447 -0.16 -0.84 0.55 0.17
H -1.0000 -1.2513 -3.1014 0.13 0.01 0.10 0.13
H -1.0592 0.2568 -3.8641 0.33 0.49 0.03 0.14
H 0.5624 -0.4577 -3.3129 0.06 0.41 -0.11 0.11
H -2.9133 -2.7595 0.0934 -0.26 -0.07 -0.06 0.04
H -2.7537 -1.5180 0.9067 -0.21 -0.06 0.31 -0.02
O -3.3818 -1.9474 0.3266 0.42 -0.34 -0.48 -0.04
H 0.1170 -1.0693 -0.6817 0.14 -0.02 0.19 0.01
H 0.6964 -2.4564 -0.4834 0.23 -0.08 -0.03 0.06
O 0.1630 -1.7767 -0.0357 -0.18 -0.51 -0.86 -0.02
H 1.1637 1.5214 1.6380 0.13 0.46 0.08 0.00
H 2.5743 1.9507 1.1411 -0.16 0.25 0.24 0.06
O 2.0092 1.1918 1.3094 0.08 -0.52 -0.55 -0.05
H 3.4271 -0.3617 -0.8599 -0.03 -0.03 -0.02 0.04
H 4.6067 -1.0169 -0.1952 0.15 -0.13 -0.11 0.08
O 4.1211 -1.0091 -1.0306 0.10 0.29 0.38 -0.04
H -3.0361 1.1154 2.3555 0.19 -0.11 0.11 0.03
H -2.4738 0.0433 1.4533 0.32 0.27 0.30 -0.02
O -3.2729 0.5371 1.6248 -0.56 0.26 -0.45 -0.05
H -0.3428 0.4757 2.4817 -0.02 -0.43 -0.08 0.00
H -0.6499 1.0676 3.7847 -0.27 0.32 0.10 0.08
O -0.9096 1.1697 2.8585 0.66 -0.12 0.32 -0.07
H 3.2166 -2.4725 -1.4838 -0.50 -0.04 -0.09 0.01
H 2.5242 -3.1724 -2.6748 -0.02 -0.17 0.06 0.05
O 2.3742 -2.8975 -1.7651 0.01 0.20 0.01 -0.08
H 0.5389 -1.5424 1.4809 1.13 0.82 0.49 -0.02
H -0.2238 -1.8812 2.5763 0.18 0.13 1.27 0.05
O 0.5761 -1.3395 2.4539 -1.31 -0.59 -0.98 -0.08
```
Forces are in eV/Å.

=====

# C3H27BeO11

A molecular structure, C3H27BeO11 (wB97M-V/def2-TZVPD, the OMol25 dataset).

relative energy (zero: lowest compared OMol25 entry of this formula, charge and spin)	0.954	eV
total charge	+1
2S+1	1

```
42
Properties=species:S:1:pos:R:3:forces:R:3:lowdin_charge:R:1
Be -27.2767 -8.1708 -10.4709 -0.42 -1.78 -2.27 0.12
C -29.5692 -9.4121 -12.3249 -1.22 -1.17 0.06 -0.06
C -28.1826 -9.5128 -12.8525 1.68 3.63 1.03 -0.44
C -27.8920 -8.3306 -13.8373 0.21 1.01 0.64 -0.05
O -27.4041 -9.1294 -11.7400 1.69 0.00 2.51 -0.26
H -30.2283 -9.8479 -13.0430 -1.00 -0.44 -0.33 0.08
H -29.9064 -8.3913 -12.1769 0.32 0.25 -0.02 0.09
H -29.6757 -9.9313 -11.3437 0.06 0.14 -0.83 0.08
H -27.8086 -10.4734 -13.2429 -0.51 0.19 -0.05 0.14
H -26.8068 -8.0237 -13.9250 -0.99 -1.17 0.07 0.08
H -28.3785 -7.3685 -13.4897 0.14 -1.33 0.10 0.07
H -28.3195 -8.5012 -14.7875 -0.28 -0.36 -1.38 0.07
O -27.2624 -6.6478 -16.4516 -0.63 1.51 -2.71 -0.06
H -28.0131 -6.1863 -16.9532 1.60 -1.12 1.37 0.10
H -27.5559 -6.8595 -15.5913 -0.93 -0.31 1.28 -0.07
O -28.6630 -8.3093 -9.3977 -0.53 0.85 0.95 0.09
H -29.1882 -7.5875 -8.9952 0.50 -0.11 -0.56 0.14
H -28.9503 -9.0671 -8.8736 0.38 -0.51 -0.36 0.13
O -28.0310 -12.1223 -10.6631 -1.02 0.57 -0.02 -0.05
H -28.9374 -12.0519 -10.3126 0.47 -0.51 0.08 0.04
H -28.1152 -11.4986 -11.4010 0.55 -0.13 0.11 -0.01
O -29.1551 -4.9281 -13.3633 -1.48 1.35 -0.05 -0.06
H -28.3571 -5.3964 -13.5335 1.01 -0.29 -0.64 -0.06
H -29.2724 -4.2286 -14.0459 0.30 -0.91 0.70 0.07
O -25.9196 -8.5741 -9.5347 -3.94 1.95 1.72 0.16
H -25.1503 -8.9276 -9.8164 4.11 -1.87 -2.63 0.05
H -25.9108 -8.7803 -8.6048 -0.52 0.05 0.73 0.13
O -26.4282 -5.5094 -13.3418 -0.55 -1.04 0.68 -0.01
H -26.2582 -4.6029 -13.1886 0.15 1.82 0.29 0.08
H -25.7689 -5.7646 -13.9638 0.70 -0.54 -1.17 0.07
O -27.2544 -6.5964 -10.9848 -0.33 0.86 0.77 0.07
H -26.7850 -6.4348 -11.8213 0.01 -0.12 -0.43 0.05
H -27.6468 -5.7448 -10.7149 0.14 -0.66 -0.02 0.14
O -25.2065 -10.9194 -11.8926 1.81 -1.03 0.21 -0.04
H -25.4136 -11.7482 -12.3325 -0.04 0.03 0.08 0.05
H -25.9625 -10.3714 -11.9520 -1.64 1.21 -0.11 -0.05
O -24.7298 -7.6200 -12.0596 0.20 -0.44 -0.03 -0.01
H -24.7996 -6.7323 -12.3777 0.04 1.06 0.12 0.00
H -24.3274 -8.0434 -12.8252 0.03 -0.76 0.11 0.07
O -25.2739 -10.2644 -15.1077 0.71 -0.16 -0.87 -0.09
H -24.5295 -10.9102 -15.1888 -0.94 0.87 -0.01 0.06
H -25.3618 -9.8398 -15.9925 0.18 -0.60 0.89 0.05
```
Forces are in eV/Å.

=====

# C3H29N2O9

10 unconnected molecules or ions with the total composition C3H29N2O9 (wB97M-V/def2-TZVPD, the OMol25 dataset).

relative energy (zero: lowest compared OMol25 entry of this formula, charge and spin)	2.843	eV
total charge	+1
2S+1	1

```
43
Properties=species:S:1:pos:R:3:forces:R:3:lowdin_charge:R:1
C 0.0191 0.1410 -0.8200 -1.02 0.89 0.85 -0.23
N 1.0605 1.0566 -0.3652 0.49 -0.42 0.00 0.04
C -0.8536 -0.1974 0.3869 0.44 -1.42 -0.34 -0.13
N -0.0215 -1.1075 1.2750 -1.79 1.17 1.35 0.04
C -0.8406 -1.6728 2.3850 -0.81 -0.26 1.02 -0.01
H -0.6476 0.6750 -1.4970 0.25 -0.31 -0.26 0.09
H 0.3480 -0.8122 -1.2490 0.14 0.30 -0.28 0.10
H 1.9519 0.5857 -0.2758 0.15 0.03 0.08 0.08
H 1.2249 1.7933 -1.0344 -0.13 -0.20 -0.25 0.03
H -1.2161 0.6261 0.9952 0.43 0.26 -0.02 0.13
H -1.7276 -0.7937 0.1740 -0.17 -0.17 -0.49 0.10
H 0.6383 -0.4779 1.7087 1.32 -0.22 -0.11 0.11
H 0.3759 -1.9062 0.7813 0.38 0.18 -0.20 0.15
H -0.4733 -2.6764 2.5496 -0.50 -0.21 0.00 0.08
H -0.8609 -1.1753 3.3596 1.25 0.56 -0.32 0.11
H -1.9108 -1.5675 2.2011 0.10 -0.76 -0.88 0.10
H -1.0882 2.8893 2.2918 -0.69 0.60 0.23 0.02
H -0.2762 3.8310 3.3229 -0.76 0.29 0.03 0.04
O -0.2588 3.1109 2.6985 1.48 -0.98 -0.20 -0.05
H -4.5011 -0.2885 -0.5009 -1.04 -0.53 -0.14 0.04
H -3.1787 0.2867 -0.6578 0.07 0.25 0.15 -0.02
O -3.8878 0.2308 -0.0003 0.77 0.22 0.07 -0.05
H -1.0817 0.1851 -4.9386 -0.29 0.47 -0.08 0.07
H 0.1330 0.1104 -4.1490 0.14 0.43 0.54 0.06
O -0.6402 0.6898 -4.2380 0.27 -0.93 -0.78 -0.05
H 0.2596 -4.8596 1.6532 0.02 -0.30 -0.16 0.05
H 0.4591 -4.7977 0.1072 -0.01 -0.20 0.11 0.05
O 0.4926 -4.2856 0.9195 -0.01 0.70 0.00 -0.04
H -3.3385 1.3541 -2.3304 -0.05 -0.10 0.02 0.07
H -2.1935 0.9496 -3.2489 0.41 -0.31 0.29 0.02
O -2.6466 0.6866 -2.4309 -0.60 0.54 -0.18 -0.08
H 1.8905 3.3959 -1.2123 -0.34 0.67 0.12 0.01
H 1.4868 3.9703 -2.6368 -0.41 0.19 0.28 0.04
O 2.1576 3.5273 -2.1205 0.80 -0.58 -0.31 -0.04
H 1.4526 0.8962 3.4501 0.17 0.25 -0.15 0.06
H 2.7347 0.2110 3.8766 0.57 -0.24 0.72 0.07
O 2.1620 0.3214 3.1290 -1.27 -0.08 -0.34 -0.04
H 3.5707 0.6696 2.0827 0.39 0.41 -0.26 -0.03
H 4.1543 2.0282 1.7208 0.09 0.03 -0.01 0.03
O 4.3804 1.0936 1.7462 -0.23 -0.23 -0.07 -0.07
H 0.8451 -3.2347 -3.4199 -0.13 -0.10 -0.06 0.05
H -0.5455 -2.8231 -2.8721 -0.26 -0.23 -0.23 0.04
O 0.3911 -2.6395 -2.8171 0.35 0.34 0.27 -0.05
```
Forces are in eV/Å.

=====

# C3H2AgO4

A molecular structure, C3H2AgO4 (wB97M-V/def2-TZVPD, the OMol25 dataset).

energy	-15317.5093	eV
total charge	+1
2S+1	3

```
10
Properties=species:S:1:pos:R:3:forces:R:3:lowdin_charge:R:1
H -0.8904 -1.2864 0.9626 0.19 0.19 -0.14 0.15
C -2.3340 -0.7385 -0.6052 0.62 0.79 -3.17 -0.21
C -1.0192 -0.6035 0.1005 1.12 1.21 3.23 -0.21
O -0.5028 0.5642 0.0967 -0.04 -1.56 -1.39 0.03
C 1.5081 0.8881 -0.0620 4.36 -2.24 1.56 -0.41
O 1.9512 -0.2173 -0.1136 -2.41 0.37 -0.87 0.14
O 1.9734 1.9705 0.1828 -2.90 1.10 -0.60 0.03
O -3.4407 -0.8678 -0.2745 -1.04 -0.92 1.30 0.24
Ag 4.0760 1.7930 0.8083 0.42 0.12 0.11 0.95
H -1.3216 -1.5024 -1.0955 -0.33 0.95 -0.03 0.28
```
Forces are in eV/Å.

=====

# C3H2BF9NO5S

2 unconnected molecules or ions with the total composition C3H2BF9NO5S (wB97M-V/def2-TZVPD, the OMol25 dataset).

energy	-50843.5232	eV
total charge	-1
2S+1	1

```
22
Properties=species:S:1:pos:R:3:forces:R:3:lowdin_charge:R:1
O 1.9984 0.9872 2.6970 0.59 -1.25 1.95 0.20
C 1.7237 1.5585 1.7179 -0.14 0.25 -0.43 -0.54
N 2.5018 1.2569 0.5191 -1.65 0.56 -0.09 0.00
S 1.5794 1.1135 -0.8961 0.56 3.31 -3.41 0.73
O 0.6175 2.1513 -1.1035 -0.81 -0.58 1.61 -0.23
O 2.5170 1.1505 -1.9886 0.87 -1.52 1.01 -0.27
C 0.6661 -0.5080 -0.9660 0.09 -1.48 -0.14 -0.48
F -0.5868 -0.4014 -0.6076 -0.02 0.68 0.93 0.19
F 0.6441 -0.8503 -2.2614 0.59 0.40 -0.16 0.15
C 1.3415 -1.7055 -0.2161 -1.29 -1.28 -0.25 -0.57
F 1.6879 -1.4336 1.0347 0.45 0.44 -0.02 0.18
F 2.3474 -2.2235 -0.9116 0.61 0.69 0.24 0.18
F 0.4237 -2.6766 -0.1514 -0.18 0.12 0.02 0.18
O 0.7299 2.5146 1.7608 1.54 0.35 -0.66 -0.03
O -0.5172 1.8905 1.7256 -1.67 -0.69 -0.54 0.04
H 3.1633 2.0281 0.3784 -0.01 -0.37 -0.43 0.14
H -0.4911 1.0590 2.2391 0.36 0.38 0.29 0.12
B -4.0713 -1.1833 -0.5958 -0.09 0.03 -0.01 -1.21
F -4.7255 -0.4267 -1.5952 0.15 -0.13 0.19 0.06
F -5.0306 -1.8925 0.1658 0.20 0.12 -0.11 0.06
F -3.1769 -2.0997 -1.2043 -0.08 0.17 0.14 0.06
F -3.3423 -0.3093 0.2593 -0.07 -0.20 -0.13 0.05
```
Forces are in eV/Å.

=====

# C3H2Br2Cl2

A molecular structure, C3H2Br2Cl2 (wB97M-V/def2-TZVPD, the OMol25 dataset).

relative energy (zero: lowest compared OMol25 entry of this formula, charge and spin)	2.207	eV
total charge	0
2S+1	1

```
9
Properties=species:S:1:pos:R:3:forces:R:3:lowdin_charge:R:1
C -1.4601 -0.5980 -0.8742 -0.63 -0.26 -0.07 -0.66
C -0.5996 -1.3321 -0.2319 3.60 1.51 0.81 -0.74
C 1.5269 -0.3848 0.2448 -3.19 -1.07 -0.94 -1.15
Cl -3.0276 -1.2128 -1.3385 0.16 0.09 0.02 0.59
Cl -0.5049 -2.8985 0.2911 -0.36 -0.54 0.05 0.67
Br 2.7455 -1.6869 -0.3084 0.03 0.00 0.10 0.64
Br 1.5200 1.2391 -0.6924 0.13 0.13 0.03 0.64
H -1.2895 0.4266 -1.1513 0.17 0.16 0.00 0.03
H 1.4396 -0.2664 1.3142 0.08 -0.03 0.00 -0.01
```
Forces are in eV/Å.

=====

# C3H2Br2N2

C3H2Br2N2 in the gas phase (wB97M-V/def2-TZVPD, the OMol25 dataset).

relative energy (zero: lowest compared OMol25 entry of this formula, charge and spin)	1.305	eV
total charge	0
structure (SMILES)	[H]/N=C(\Br)[C@H](Br)C#N
2S+1	1

```
9
Properties=species:S:1:pos:R:3:forces:R:3:lowdin_charge:R:1
H -1.7379 -0.2081 -1.8807 -1.05 0.79 -0.28 0.07
N -1.0048 -0.3096 -1.2310 1.59 -2.17 0.16 0.14
C -0.7073 0.3445 -0.2467 -1.21 1.10 -0.75 -0.90
Br -1.6909 1.9912 0.1354 0.16 -0.02 0.47 0.64
C 0.5131 0.1386 0.5772 0.24 -1.03 2.29 -0.71
Br 1.8530 1.2920 -0.2822 -0.13 -0.25 0.74 0.74
C 1.0056 -1.2655 0.6502 -0.48 1.82 -1.26 -0.28
N 1.4831 -2.2973 0.5905 0.32 -1.09 0.29 0.17
H 0.2861 0.3142 1.6873 0.55 0.85 -1.65 0.13
```
Forces are in eV/Å.

=====

# C3H2Br2O2

2 unconnected molecules or ions with the total composition C3H2Br2O2 (wB97M-V/def2-TZVPD, the OMol25 dataset).

relative energy (zero: lowest compared OMol25 entry of this formula, charge and spin)	0.000	eV
total charge	0
2S+1	3

```
9
Properties=species:S:1:pos:R:3:forces:R:3:lowdin_charge:R:1
C -2.0058 0.1268 -0.1094 0.74 1.83 -2.66 -0.46
C -1.9262 -1.0871 0.3248 -1.52 0.45 -2.10 -0.38
C 2.1096 0.2637 -0.3368 -2.35 -1.28 -1.34 -0.73
O -1.9440 -2.0303 0.9538 0.55 -3.56 2.68 0.20
O 1.3658 -0.6743 -0.2044 1.49 1.05 0.45 -0.07
Br -1.0192 1.4352 0.9539 0.53 1.65 0.96 0.61
Br 3.6410 0.5642 0.8162 -0.53 0.15 -0.58 0.65
H -2.0412 0.4732 -1.1669 -0.31 -0.30 1.16 0.07
H 1.8199 0.9287 -1.2310 1.41 0.02 1.44 0.11
```
Forces are in eV/Å.

=====

Copy entry 6 word for word.
# C3H2BF9NO5S

2 unconnected molecules or ions with the total composition C3H2BF9NO5S (wB97M-V/def2-TZVPD, the OMol25 dataset).

energy	-50843.5232	eV
total charge	-1
2S+1	1

```
22
Properties=species:S:1:pos:R:3:forces:R:3:lowdin_charge:R:1
O 1.9984 0.9872 2.6970 0.59 -1.25 1.95 0.20
C 1.7237 1.5585 1.7179 -0.14 0.25 -0.43 -0.54
N 2.5018 1.2569 0.5191 -1.65 0.56 -0.09 0.00
S 1.5794 1.1135 -0.8961 0.56 3.31 -3.41 0.73
O 0.6175 2.1513 -1.1035 -0.81 -0.58 1.61 -0.23
O 2.5170 1.1505 -1.9886 0.87 -1.52 1.01 -0.27
C 0.6661 -0.5080 -0.9660 0.09 -1.48 -0.14 -0.48
F -0.5868 -0.4014 -0.6076 -0.02 0.68 0.93 0.19
F 0.6441 -0.8503 -2.2614 0.59 0.40 -0.16 0.15
C 1.3415 -1.7055 -0.2161 -1.29 -1.28 -0.25 -0.57
F 1.6879 -1.4336 1.0347 0.45 0.44 -0.02 0.18
F 2.3474 -2.2235 -0.9116 0.61 0.69 0.24 0.18
F 0.4237 -2.6766 -0.1514 -0.18 0.12 0.02 0.18
O 0.7299 2.5146 1.7608 1.54 0.35 -0.66 -0.03
O -0.5172 1.8905 1.7256 -1.67 -0.69 -0.54 0.04
H 3.1633 2.0281 0.3784 -0.01 -0.37 -0.43 0.14
H -0.4911 1.0590 2.2391 0.36 0.38 0.29 0.12
B -4.0713 -1.1833 -0.5958 -0.09 0.03 -0.01 -1.21
F -4.7255 -0.4267 -1.5952 0.15 -0.13 0.19 0.06
F -5.0306 -1.8925 0.1658 0.20 0.12 -0.11 0.06
F -3.1769 -2.0997 -1.2043 -0.08 0.17 0.14 0.06
F -3.3423 -0.3093 0.2593 -0.07 -0.20 -0.13 0.05
```
Forces are in eV/Å.